Version w
Entry from the OMol25 dataset: the molecule C6H11NO (ωB97M-V/def2-TZVPD).

The geometry in XYZ format:
```
19
C6H11NO ωB97M-V/def2-TZVPD
C 2.44 -0.75 -0.02
C 0.27 0.24 0.62
C -0.83 -0.79 1.10
C -1.74 -0.95 -0.19
C -0.76 1.11 -0.16
C 0.47 1.73 0.31
H 3.11 0.13 0.09
H 2.88 -1.30 -0.81
H 2.12 -1.34 1.01
H 0.83 -1.12 -1.10
H -0.64 -1.90 1.17
H -1.52 -0.53 1.81
H -2.77 -0.75 0.16
H -1.69 -1.96 -0.67
H -1.74 1.57 0.33
H 1.46 1.92 -0.18
H 0.02 2.35 0.98
N 1.20 -0.26 -0.56
O -1.19 0.16 -1.10
```

Results
Structure (SMILES): CN[C@]12CCO[C@@H]1C2
Multiplicity: 1


Version x
Entry from the OMol25 dataset: the molecule C6H11NO (ωB97M-V/def2-TZVPD).

The geometry in XYZ format:
```
19
C6H11NO ωB97M-V/def2-TZVPD
C 1.80 1.03 -0.39
C 1.24 -2.04 0.41
C -1.54 1.67 0.41
C -1.05 -0.84 -0.08
C 0.30 -0.91 0.05
C -1.00 0.59 -0.50
O -2.00 -1.75 -0.16
N 0.54 0.39 -0.14
H -2.86 -1.31 -0.08
H -1.17 0.79 -1.56
H 1.65 2.09 -0.57
H 2.48 0.91 0.47
H 2.28 0.58 -1.27
H 1.09 -2.35 1.45
H 0.98 -2.92 -0.19
H 2.29 -1.80 0.25
H -2.62 1.74 0.31
H -1.29 1.48 1.46
H -1.12 2.65 0.13
```

Results
Structure (SMILES): CC1=C(O)[C@@H](C)N1C
Multiplicity: 1


Version y
Entry from the OMol25 dataset: the molecule C6H11NO (ωB97M-V/def2-TZVPD).

The geometry in XYZ format:
```
19
C6H11NO ωB97M-V/def2-TZVPD
C -2.53 0.46 0.44
C 2.26 -0.37 -0.48
C 0.09 0.58 0.61
C -1.10 0.20 0.06
N 0.49 1.02 1.80
C -0.52 -0.58 -1.06
C 0.91 0.30 -0.62
O -0.40 -1.98 -0.81
H 0.23 -2.32 -1.47
H -0.09 0.85 2.62
H 1.47 1.10 2.02
H -0.91 -0.39 -2.06
H 0.95 1.12 -1.34
H -3.22 0.17 -0.36
H -2.80 -0.06 1.36
H -2.67 1.52 0.67
H 2.58 -0.78 -1.44
H 3.02 0.35 -0.17
H 2.23 -1.18 0.25
```

Results
Structure (SMILES): CC1=C(N)[C@@H](C)[C@H]1O
Multiplicity: 1


Version z
Entry from the OMol25 dataset: the molecule C6H11NO (ωB97M-V/def2-TZVPD).

The geometry in XYZ format:
```
19
C6H11NO ωB97M-V/def2-TZVPD
O -0.25 3.38 -0.08
C 0.73 2.68 -0.13
C 0.58 1.20 0.25
C -0.35 0.43 -0.70
C -1.32 -0.43 0.08
C -0.74 -2.88 -0.06
C -0.73 -1.72 0.60
N 1.91 0.58 0.38
H 1.74 3.03 -0.33
H 0.22 1.21 1.28
H 0.28 -0.12 -1.40
H -0.90 1.16 -1.31
H -1.90 0.09 0.84
H -2.19 -0.73 -0.55
H -0.94 -2.96 -1.12
H -0.35 -3.78 0.41
H -0.30 -1.68 1.60
H 1.87 -0.42 0.43
H 2.65 0.95 -0.19
```

Results
Structure (SMILES): C=CCC[C@@H](N)C=O
Multiplicity: 1


On energetic grounds, version z is preferred over the next structure by 10.5 kJ/mol.


Version w
Entry from the OMol25 dataset: the molecule C6H11NO (ωB97M-V/def2-TZVPD).

The geometry in XYZ format:
```
19
C6H11NO ωB97M-V/def2-TZVPD
C -1.19 1.32 -0.02
C 0.68 0.40 -0.70
C -0.42 -0.41 0.07
C 1.97 0.64 0.12
C -0.45 -0.81 1.52
C -1.12 -1.44 -0.90
N -0.06 1.66 -0.71
O -2.28 1.79 0.14
H 0.92 0.20 -1.68
H 2.48 1.68 -0.08
H 2.81 -0.16 -0.09
H 1.92 0.49 1.21
H -0.26 0.13 2.03
H 0.20 -1.74 1.72
H -1.47 -1.23 1.84
H -0.38 -2.33 -1.06
H -1.45 -0.83 -1.67
H -1.97 -1.70 -0.30
H 0.08 2.35 -1.43
```

Results
Structure (SMILES): C[C@@H]1NC(=O)C1(C)C
Multiplicity: 1


Version x
Entry from the OMol25 dataset: a structure of composition C6H11NO (ωB97M-V/def2-TZVPD).

The geometry in XYZ format:
```
19
C6H11NO ωB97M-V/def2-TZVPD
C 1.04 -1.38 -1.49
C -1.50 0.12 1.63
C 0.72 2.29 0.11
C -1.46 0.34 0.12
C 0.37 0.91 -0.23
N 1.27 -2.58 -0.69
C 0.58 -0.19 -0.77
O -2.25 1.06 -0.48
H 1.97 -2.40 0.02
H 0.41 -2.85 -0.21
H 1.97 -1.12 -2.00
H 0.31 -1.62 -2.27
H -1.22 -0.75 -0.33
H -1.58 1.09 2.13
H -0.61 -0.40 1.98
H -2.38 -0.48 1.87
H -0.14 2.92 -0.12
H 1.58 2.65 -0.45
H 0.92 2.38 1.18
```

Results
Multiplicity: 1


Version y
Entry from the OMol25 dataset: a cluster of 2 separate species, C6H11NO in total (ωB97M-V/def2-TZVPD).

The geometry in XYZ format:
```
19
C6H11NO ωB97M-V/def2-TZVPD
C 0.71 2.63 -1.28
C -0.01 1.72 -0.30
C 1.39 -0.25 -0.63
N 0.73 0.62 0.11
O -1.10 1.98 0.15
H 0.14 3.55 -1.39
H 0.78 2.14 -2.26
H 1.72 2.85 -0.94
H 1.25 -0.30 -1.71
H 2.37 -0.56 -0.26
C -0.15 -2.29 0.45
C -0.84 -1.28 1.19
C -2.05 -1.12 1.70
H -0.24 -0.23 0.93
H -0.76 -2.88 -0.24
H 0.65 -1.61 -0.27
H 0.57 -2.88 1.00
H -2.76 -1.93 1.75
H -2.39 -0.14 2.01
```

Results
Structure (SMILES): C=NC(C)=O.C=CC
Multiplicity: 1


On energetic grounds, version w is preferred over the next structure by 135.3 kJ/mol.


Version w
Entry from the OMol25 dataset: the molecule C6H11NO (ωB97M-V/def2-TZVPD).

The geometry in XYZ format:
```
19
C6H11NO ωB97M-V/def2-TZVPD
C -1.78 -0.76 -0.80
C -1.88 -0.73 0.67
C -0.14 0.58 -0.19
C -0.18 2.15 -0.12
C 1.44 -1.41 0.02
C 1.33 0.13 0.10
N -0.83 -0.11 -1.30
O -0.84 0.11 1.02
H -2.38 -1.39 -1.52
H -2.76 -0.30 1.07
H -1.58 -1.63 1.19
H -1.15 2.40 -0.10
H 0.48 2.50 -0.98
H 0.21 2.52 0.76
H 0.48 -2.00 0.20
H 2.13 -1.88 0.81
H 1.77 -1.83 -0.91
H 1.97 0.71 -0.44
H 1.52 0.53 1.09
```

Results
Structure (SMILES): CC[C@@]1(C)N=CCO1
Multiplicity: 1


Version x
Entry from the OMol25 dataset: a cluster of 2 separate species, C6H11NO in total (ωB97M-V/def2-TZVPD).

The geometry in XYZ format:
```
19
C6H11NO ωB97M-V/def2-TZVPD
C -0.76 -2.04 0.66
C -0.76 -1.17 -0.59
N 0.31 -1.38 -1.40
O -1.64 -0.40 -0.87
H 1.04 -2.03 -1.18
H 0.37 -0.85 -2.26
H 0.25 -2.19 1.03
H -1.20 -3.00 0.41
H -1.37 -1.56 1.42
C -0.09 1.94 -0.01
C 0.88 1.04 0.59
C -0.06 2.30 -1.29
C 0.79 0.59 1.84
H -0.87 2.29 0.63
H 1.71 0.74 -0.04
H 0.71 1.95 -1.95
H -0.03 0.89 2.48
H -0.80 2.95 -1.72
H 1.52 -0.07 2.27
```

Results
Structure (SMILES): CC(N)=O.C=CC=C
Multiplicity: 1


Version y
Entry from the OMol25 dataset: a cluster of 2 separate species, C6H11NO in total (ωB97M-V/def2-TZVPD).

The geometry in XYZ format:
```
19
C6H11NO ωB97M-V/def2-TZVPD
C 1.07 1.70 -0.06
C 0.25 0.56 0.48
C -0.61 0.77 1.66
C 0.81 -0.79 0.25
N -1.24 1.80 2.03
H -1.08 2.61 1.41
H -0.73 -0.11 2.30
H 1.34 1.44 -1.09
H 1.99 1.79 0.52
H 0.53 2.64 -0.05
H 0.46 -1.54 0.97
H 1.88 -0.81 0.08
C -0.99 -2.01 -1.13
C 0.04 -0.88 -1.15
O 0.67 -0.59 -2.18
H -0.69 0.28 -0.63
H -1.72 -1.85 -0.34
H -0.48 -2.96 -0.96
H -1.49 -2.06 -2.10
```

Results
Multiplicity: 1


On energetic grounds, version x is preferred over the next structure by 93.4 kJ/mol.